A molecular structure, C18H32GeN2O7Pt, computed with ωB97M-V/def2-TZVPD.

Each line ends with the Mulliken charge.
Element x y z (Å)
Pt -0.245 -0.190 -0.088  2.61
C 2.367 0.151 3.295  -1.96
C 1.117 -0.510 2.728  1.62
C 0.954 -1.918 3.273  -1.53
C -0.111 0.337 3.024  -1.69
O 1.317 -0.646 1.278  -0.73
Ge 2.544 0.435 0.213  -0.20
O 1.622 -0.524 -1.166  -0.42
C 2.128 -1.491 -2.125  1.28
C 0.935 -2.157 -2.790  -1.49
C 3.015 -2.496 -1.399  -1.58
C 2.919 -0.684 -3.148  -1.71
O 0.875 1.486 0.023  0.12
C 0.772 2.687 -0.836  1.73
C 2.184 3.122 -1.206  -1.98
C -0.024 2.366 -2.089  -1.57
C 0.080 3.732 0.022  -1.61
H 2.291 0.212 4.381  0.49
H 3.264 -0.423 3.053  0.40
H 2.481 1.169 2.916  0.47
H 0.839 -1.890 4.356  0.48
H 0.060 -2.387 2.857  0.22
H 1.824 -2.532 3.033  0.36
H -0.214 0.444 4.105  0.53
H -0.024 1.333 2.590  0.21
H -1.026 -0.136 2.658  0.34
H 0.343 -2.714 -2.063  0.17
H 0.295 -1.413 -3.268  0.33
H 1.279 -2.854 -3.555  0.52
H 2.509 -2.875 -0.510  0.17
H 3.246 -3.343 -2.045  0.44
H 3.960 -2.043 -1.094  0.42
H 2.290 0.093 -3.583  0.31
H 3.790 -0.215 -2.686  0.38
H 3.273 -1.330 -3.952  0.47
H 2.691 2.364 -1.809  0.39
H 2.130 4.031 -1.806  0.52
H 2.786 3.346 -0.323  0.42
H 0.452 1.565 -2.658  0.08
H -1.051 2.088 -1.854  0.38
H -0.053 3.255 -2.719  0.58
H 0.673 3.959 0.909  0.34
H -0.058 4.653 -0.546  0.46
H -0.901 3.373 0.335  0.30
C -0.068 -3.941 0.444  -0.81
C -1.290 -3.167 0.117  -0.07
N -1.403 -1.852 0.001  0.17
C -2.722 -1.550 -0.242  -0.17
C -3.437 -2.703 -0.259  0.39
N -2.519 -3.695 -0.026  -0.06
C -4.870 -3.063 -0.479  0.48
O -5.716 -2.070 -0.652  -0.51
O -5.170 -4.226 -0.482  -0.56
C -3.076 -0.121 -0.377  1.01
O -4.208 0.262 -0.546  -0.76
O -2.026 0.684 -0.273  -0.45
H 0.736 -3.258 0.706  -0.31
H 0.251 -4.552 -0.403  0.39
H -0.261 -4.604 1.286  0.48
H -2.779 -4.672 0.015  0.28
H -5.280 -1.185 -0.651  0.42

Forces on the atoms, in the same order (eV/Å):
Pt -0.2 0.0 0.4
C 0.0 0.0 0.0
C 0.1 0.0 0.0
C -0.1 0.0 0.0
C 0.0 0.0 0.0
O 0.0 -0.1 -0.1
Ge 0.1 0.0 -0.2
O 0.0 -0.1 0.1
C 0.0 0.1 0.0
C 0.0 0.0 0.1
C -0.1 -0.1 0.0
C 0.0 -0.1 0.0
O 0.2 0.1 0.0
C -0.1 0.0 0.1
C 0.0 0.0 0.0
C 0.0 0.0 0.0
C -0.1 0.0 -0.1
H 0.0 0.0 0.0
H 0.0 0.0 0.0
H 0.0 0.0 0.0
H 0.0 0.0 0.0
H 0.0 0.0 0.0
H 0.0 0.0 0.0
H 0.0 0.0 0.0
H 0.0 0.0 0.0
H 0.0 0.0 0.0
H 0.0 0.0 0.0
H 0.0 0.0 0.0
H 0.0 0.0 0.0
H 0.0 0.0 0.0
H 0.0 0.0 0.0
H 0.0 0.0 0.0
H 0.0 0.0 0.0
H 0.0 0.0 0.0
H 0.0 0.0 0.0
H 0.0 0.0 0.0
H 0.0 0.0 0.0
H 0.0 0.0 0.0
H 0.0 0.0 0.0
H 0.1 0.0 0.0
H 0.0 0.0 0.0
H 0.0 0.0 0.0
H 0.0 0.0 0.0
H 0.0 0.0 0.0
C 0.0 0.0 -0.1
C -0.1 0.0 0.3
N 0.3 0.2 -0.4
C 0.0 0.1 0.1
C 0.0 0.0 0.0
N 0.0 0.0 -0.1
C 0.0 0.0 0.0
O 0.0 0.0 -0.1
O 0.0 0.0 0.0
C 0.1 0.0 0.1
O 0.0 -0.1 0.0
O -0.1 -0.3 -0.1
H 0.0 0.0 0.0
H 0.0 0.0 0.0
H 0.0 0.0 0.0
H 0.0 0.0 0.0
H 0.0 0.0 0.1

Summary:
HOMO-LUMO gap (alpha / beta): 8.6894 / 7.1900 eV
Maximum force: 0.50 eV/A
Net charge: +1
2S+1: 2
Lowest unoccupied orbital energy (alpha / beta): -4.0 / -5.4 eV